No. 1
8
Properties=species:S:1:pos:R:3 method="wB97M-V/def2-TZVPD" fmax_ev_per_a=5.72 homo_energy_ev=-10.22 orbital_gap_ha=0.342
C -0.95769 -0.13330 0.70290
C 0.25100 -0.15490 -0.20892
O -1.49723 -0.98908 1.33645
O 0.78941 0.96660 -0.67399
F 0.18478 -1.07011 -1.22776
Cl -1.75766 1.48916 0.68796
H 1.61390 -0.86304 0.72885
H 1.37349 0.75468 -1.34549

No. 2
24
Properties=species:S:1:pos:R:3 method="wB97M-V/def2-TZVPD" fmax_ev_per_a=3.76 homo_energy_ev="-8.15 / -7.93" orbital_gap_ha="0.287 / 0.271"
C -2.04928 0.35679 -0.37955
C -1.50792 0.72355 -1.75064
C -1.01743 0.42583 0.90115
C -0.76755 1.76201 0.83289
H -2.26717 -0.71289 -0.33710
H -2.98390 0.87858 -0.16022
H -1.53134 0.04220 1.77523
H -2.11542 0.24025 -2.51677
H -0.48264 0.37913 -1.86365
H -1.53031 1.79915 -1.91519
H -0.94519 2.39711 1.69017
H -0.18824 2.17689 0.02359
C 2.72814 -0.03418 -0.41151
C 0.23233 -2.06231 0.30206
C 0.68124 -0.68227 0.74404
O 1.31532 -0.02727 -0.36266
N 1.18140 -0.64659 1.96375
H 1.56041 0.27180 2.19427
H 3.10238 -0.99745 -0.78238
H 3.02109 0.75009 -1.10880
H 3.16916 0.17388 0.56785
H -0.40639 -2.50215 1.06382
H 1.10117 -2.70589 0.17644
H -0.29985 -2.00626 -0.64679

No. 3
22
Properties=species:S:1:pos:R:3 method="wB97M-V/def2-TZVPD" fmax_ev_per_a=4.99 smiles=CN1[C@]2(C)[C@](C)(N)[C@@]12N homo_energy_ev="-7.01 / -7.01" orbital_gap_ha="0.274 / 0.274"
C -2.56936 -0.16228 0.20962
C -0.06862 1.98347 0.61245
C 2.18666 -0.07136 0.79937
C -0.18541 -0.84949 0.15458
C -0.20332 0.64175 -0.04520
C 1.10077 -0.09586 -0.25145
N -0.56872 -1.93545 -0.73284
N 1.57701 -0.20829 -1.65162
N -1.24795 -0.18236 0.82146
H -1.25136 -2.52035 -0.25985
H -1.00679 -1.54926 -1.56521
H 1.18028 -1.03982 -2.09203
H 2.57868 -0.39058 -1.69277
H -3.17893 0.59823 0.70748
H -3.07628 -1.12371 0.34876
H -2.56836 0.06924 -0.86331
H 0.63926 2.60663 0.05463
H -1.02912 2.50892 0.60887
H 0.28030 1.91900 1.64822
H 1.76846 -0.07798 1.81036
H 2.80491 0.82455 0.68747
H 2.83789 -0.94500 0.69099